[1]
Formula: C28H26N4
Source: OMol25
Level of theory: ωB97M-V/def2-TZVPD

Last column: Löwdin charge in e.
Cartesian coordinates (Å):
N  1.7925  3.6433  6.8554  0.09
N  4.7850  0.4656  1.3843  -0.08
N  -0.0292  2.9432  5.2377  0.04
N  -5.1126  0.4244  1.2961  -0.08
C  -1.3680  1.5459  3.0427  -0.14
C  -7.0432  -1.1467  4.0733  -0.09
C  6.2212  -0.2483  3.3105  -0.06
C  2.2388  1.1641  3.9078  -0.04
C  -3.8450  1.2713  3.1846  -0.02
C  5.6347  -0.4799  2.0369  -0.20
C  -7.1778  -2.4616  3.5796  -0.08
C  0.9552  3.3284  6.0788  -0.42
C  -6.4749  -0.1538  3.3005  -0.05
C  -0.1287  1.6163  3.9399  -0.07
C  1.1332  1.5881  3.1496  -0.20
C  5.8403  -1.7324  1.4263  -0.04
C  -5.9536  -0.4452  2.0188  -0.21
C  -2.8194  1.2530  0.9890  -0.02
C  6.9534  -2.5530  3.4149  -0.07
C  -3.9723  1.0198  1.8061  -0.20
C  -1.5880  1.4867  1.6053  -0.02
C  -6.2100  -1.7139  1.4808  -0.04
C  1.4736  2.0626  1.8340  -0.03
C  2.7024  1.7696  1.2295  -0.01
C  -6.8162  -2.6950  2.2335  -0.09
C  3.7202  1.1100  1.9730  -0.20
C  3.4840  0.9063  3.3544  0.00
C  -2.6144  1.5731  3.7388  -0.04
C  -5.2481  0.4364  -0.1801  -0.06
C  4.9322  0.5665  -0.0788  -0.06
C  6.4920  -2.7265  2.0865  -0.09
C  6.8364  -1.2656  3.9882  -0.09
H  -2.8851  1.2310  -0.1278  0.11
H  7.4406  -3.3481  3.9453  0.09
H  5.4859  -1.8649  0.3896  0.12
H  -7.5956  -3.2715  4.1890  0.10
H  -4.7154  1.2562  3.8583  0.09
H  7.2077  -1.1026  5.0160  0.11
H  4.1906  -0.0658  -0.6083  0.10
H  2.8997  2.0456  0.1682  0.11
H  6.2048  0.7705  3.7404  0.13
H  -5.9136  -1.9078  0.4478  0.11
H  -4.6275  -0.3623  -0.6603  0.10
H  -0.7188  2.5228  5.9318  0.10
H  -6.9733  -3.6850  1.7942  0.11
H  -0.0931  0.7606  4.6573  0.14
H  4.8255  1.6022  -0.4274  0.08
H  5.9367  0.2278  -0.3492  0.09
H  -2.5746  1.7966  4.8111  0.11
H  2.0989  0.9959  4.9535  0.10
H  4.2439  0.5612  4.0226  0.08
H  -7.3654  -0.9567  5.1116  0.11
H  -6.5003  0.8592  3.7032  0.11
H  -4.9513  1.4241  -0.5918  0.09
H  6.6314  -3.6943  1.6071  0.10
H  -0.7241  1.5355  0.9516  0.08
H  -6.3017  0.2524  -0.4396  0.10
H  0.7797  2.6367  1.2413  0.09

Atomic forces in eV per Å
N -2.04 -0.60 -2.00
N 1.25 0.56 -1.20
N -2.51 -1.61 0.48
N -0.56 1.07 -1.62
C -2.88 1.06 0.34
C -0.34 -1.51 0.45
C -0.64 1.21 -1.13
C 0.34 -0.27 -1.34
C -0.08 0.38 0.28
C -0.10 -0.15 0.70
C 0.14 0.57 -0.74
C 2.35 -0.21 0.64
C 0.04 0.41 -0.43
C 1.16 0.13 -0.87
C 1.83 1.00 0.05
C -0.71 1.48 -0.89
C -0.07 -0.35 0.80
C -0.37 0.08 0.39
C -0.50 1.40 -1.00
C 0.76 -0.43 0.35
C 1.18 -0.12 1.15
C 0.18 0.49 -0.35
C -0.15 -0.64 0.81
C 0.44 0.11 0.08
C -0.43 -0.56 1.02
C -0.92 -1.03 0.85
C -0.85 0.76 -0.02
C 1.11 -0.33 0.20
C 0.08 -0.36 0.12
C -0.06 -0.24 0.17
C 0.96 -1.17 1.57
C 0.56 -1.65 0.65
H 0.24 -0.16 1.33
H 0.07 -0.24 0.12
H 0.10 -0.15 0.76
H 0.18 0.46 -0.25
H 0.83 -0.02 -0.64
H -0.12 0.00 -0.75
H 0.25 0.32 0.19
H -0.44 -0.18 1.09
H -0.10 -0.77 -0.30
H 0.00 -0.13 0.42
H -0.35 0.62 0.26
H 0.65 0.87 -1.38
H 0.04 0.36 0.17
H -0.33 0.87 -0.61
H 0.03 -0.28 0.21
H -0.24 0.10 0.04
H -0.15 -0.20 -0.32
H -0.02 -0.22 0.55
H 0.10 -0.19 -0.03
H 0.13 0.14 -0.73
H 0.22 -0.32 -0.30
H -0.21 -0.64 0.36
H -0.03 0.20 0.06
H -0.26 -0.04 0.04
H 0.41 0.11 0.12
H -0.14 -0.02 0.06

Results
LUMO energy in eV: 0.0
HOMO-LUMO gap in eV: 7.6267

---

[2]
Formula: C16H17BeF3N7O2S2
Source: OMol25
Level of theory: ωB97M-V/def2-TZVPD

Last column: Löwdin charge in e.
Cartesian coordinates (Å):
S  -0.7601  -1.4568  1.0883  0.86
S  2.9230  0.0488  0.8602  0.82
F  5.1724  -0.8126  4.3932  0.15
F  5.3162  0.2044  2.4863  0.13
F  5.2262  1.3533  4.3208  0.14
O  -1.3045  -1.0563  -5.3545  0.10
O  -2.3978  -4.5708  -3.4725  -0.03
N  0.7252  0.1503  -1.2673  -0.01
N  1.1212  0.3471  2.5882  -0.07
N  -1.7123  1.0900  0.8251  -0.05
N  -3.8851  0.8556  0.9148  0.15
N  -3.2482  -0.3452  1.0221  0.06
N  -1.2682  -2.6402  -3.7417  0.09
N  -0.4382  1.6457  0.7279  0.14
C  -0.0359  -0.6301  -2.0452  -0.07
C  1.5725  0.9868  -1.8835  -0.15
C  2.4649  0.2624  2.4979  -0.63
C  -1.9171  -0.2501  0.9742  -0.69
C  -3.1072  3.1936  0.6421  0.01
C  3.2441  0.3027  3.6648  -0.09
C  1.6650  1.0908  -3.2588  -0.01
C  0.0026  -0.6047  -3.4304  -0.09
C  1.2182  0.4267  4.9601  -0.03
C  -2.1494  -3.5654  -4.4213  -0.24
C  0.5177  0.4045  3.7769  -0.12
C  -2.9510  1.7307  0.7923  -0.31
C  -0.9210  -1.4487  -4.2711  -0.45
C  4.7504  0.2568  3.6910  -0.59
C  0.8614  0.2913  -4.0521  0.04
C  2.6074  0.3850  4.8902  0.03
Be  0.8075  0.0251  0.7472  -0.11
H  -4.1646  3.4412  0.6518  0.10
H  2.3608  1.7926  -3.6965  0.12
H  -3.7801  -1.1940  1.1237  0.17
H  -1.6694  -3.9578  -5.3235  0.14
H  0.8843  0.3451  -5.1327  0.14
H  -0.8034  -3.0288  -2.9366  0.14
H  -2.6141  3.7226  1.4596  0.09
H  -0.3653  2.2041  -0.1171  0.13
H  -3.0612  -3.0375  -4.7150  0.13
H  -2.6732  3.5347  -0.2996  0.09
H  -0.2495  2.2371  1.5325  0.14
H  -0.5676  0.4335  3.7651  0.11
H  0.7073  0.4684  5.9102  0.11
H  -0.7190  -1.2938  -1.5392  0.07
H  -2.7913  -5.3334  -3.9043  0.10
H  3.2025  0.4095  5.7942  0.14
H  2.2040  1.5859  -1.2376  0.08

Atomic forces in eV per Å
S 0.16 -0.16 -0.14
S -0.14 -0.13 -0.52
F 0.00 0.12 -0.07
F -0.05 0.01 0.13
F 0.00 -0.16 -0.08
O -0.07 0.04 -0.02
O 0.00 -0.01 0.12
N -0.02 -0.25 -0.06
N 0.15 -0.07 0.30
N -0.32 0.13 -0.04
N -0.29 0.03 -0.02
N 0.24 0.03 0.00
N -0.09 -0.10 0.16
N 0.12 -0.13 0.04
C 0.04 0.04 -0.12
C 0.01 0.08 0.07
C 0.10 0.02 0.65
C -0.26 0.06 0.01
C 0.05 0.03 -0.01
C -0.07 0.02 -0.09
C 0.03 0.05 -0.07
C -0.08 0.11 0.08
C 0.12 0.01 0.12
C -0.07 0.15 -0.23
C -0.08 0.08 -0.08
C 0.29 -0.02 0.03
C 0.22 -0.13 0.02
C 0.11 0.03 0.06
C -0.04 -0.06 0.03
C -0.12 0.01 -0.10
Be 0.16 0.43 -0.26
H -0.01 -0.02 -0.01
H 0.01 -0.01 0.02
H -0.02 -0.02 0.01
H 0.00 -0.03 0.02
H -0.02 0.00 0.00
H 0.08 0.08 -0.02
H -0.02 0.01 -0.01
H -0.02 -0.08 -0.11
H 0.04 0.01 -0.01
H -0.03 0.02 0.00
H 0.00 -0.05 0.09
H 0.01 -0.05 0.00
H -0.02 0.02 -0.02
H -0.05 -0.07 0.14
H 0.00 -0.03 -0.05
H -0.01 -0.01 0.01
H -0.02 -0.02 -0.01

Results
Charge: +1
LUMO energy in eV: -2.8
HOMO-LUMO gap in eV: 8.3061

---

[3]
Formula: C13H24O15S3Ti
Source: OMol25
Level of theory: ωB97M-V/def2-TZVPD

Last column: Löwdin charge in e.
Cartesian coordinates (Å):
Ti  0.5768  -0.8969  0.2471  0.90
S  -2.0389  0.8529  -1.5978  0.56
S  1.5258  -1.7853  2.7334  0.29
S  0.9814  -3.8551  -1.4802  0.88
O  -2.2718  1.9758  4.3113  0.06
O  -4.3681  2.4062  3.6506  0.15
O  0.1012  -1.8401  2.1797  -0.48
O  -1.2420  -0.1537  -0.8081  -0.63
O  -3.0318  1.0536  2.4326  0.04
O  5.6755  -0.7349  -1.9336  0.06
O  0.9499  1.5367  0.0825  0.10
O  0.5359  3.3996  -1.0844  0.07
O  2.2417  -0.9206  1.6963  -0.46
O  2.1180  -3.1222  2.7021  -0.36
O  1.5144  -1.1541  4.0381  -0.34
O  1.1967  -2.3512  -1.3941  -0.62
O  -0.7022  2.9198  0.6914  0.05
O  4.6082  1.0558  -1.1644  0.08
O  6.8466  0.9781  -1.0629  0.16
C  3.5888  0.0696  -1.3700  -0.13
C  -3.3335  1.8435  3.4997  -0.59
C  -1.1905  1.1468  3.8190  -0.08
C  4.2824  -0.9724  -2.2118  -0.11
C  -1.3754  4.0476  0.0877  -0.10
C  -0.3833  4.4977  -1.0000  -0.10
C  -3.6596  0.8753  -0.8081  -0.24
C  0.9359  -4.4521  0.2018  -0.25
C  -0.7620  -4.0390  -1.8447  -0.26
C  -1.9003  0.2630  2.7872  -0.12
C  5.8128  0.4816  -1.3602  -0.58
C  0.3275  2.5433  -0.0816  -0.59
C  -2.4602  0.0836  -3.1561  -0.29
H  -3.8652  -0.1182  -0.4196  0.06
H  -0.7184  0.6155  4.6378  0.13
H  1.9309  -4.7957  0.4843  0.06
H  -1.2382  0.0670  1.9577  0.07
H  0.7030  -3.6252  0.8783  0.02
H  -0.8636  4.5952  -1.9683  0.12
H  -3.3438  0.6159  -3.5260  0.00
H  4.0207  -1.9972  -1.9635  0.12
H  -3.6170  1.6544  -0.0488  0.03
H  -2.1812  -0.6960  3.2215  0.14
H  -1.6054  0.2022  -3.8173  0.02
H  -0.9564  -3.6166  -2.8262  0.05
H  -2.7497  -0.9529  -2.9541  0.04
H  -2.3338  3.7192  -0.3114  0.10
H  2.7090  0.4778  -1.8699  0.12
H  4.1199  -0.8504  -3.2851  0.13
H  0.2372  -5.2759  0.3323  0.07
H  0.1102  5.4145  -0.6885  0.13
H  -1.5354  4.7869  0.8658  0.13
H  -0.4426  1.7912  3.3528  0.13
H  3.2371  -0.3037  -0.4047  0.10
H  -1.3418  -3.5300  -1.0737  0.06
H  -4.3896  1.1751  -1.5583  0.03
H  -0.9862  -5.1061  -1.8176  0.06

Atomic forces in eV per Å
Ti 0.34 0.15 0.64
S -0.43 0.48 -0.14
S 0.99 -0.37 0.42
S -0.24 0.08 0.05
O 0.04 -0.45 0.07
O -0.40 0.11 -0.03
O -0.21 0.17 -1.17
O 0.65 -0.85 0.43
O -0.34 -0.18 0.30
O -0.13 -0.12 0.02
O 0.41 -0.58 0.12
O 0.21 0.18 0.19
O -0.93 0.07 -0.71
O -0.40 0.37 0.09
O -0.08 0.01 -0.27
O -0.12 0.40 0.51
O -0.03 0.05 -0.15
O -0.29 -0.04 -0.07
O 0.46 0.17 -0.05
C -0.71 -0.10 0.15
C 0.56 0.32 -0.39
C 0.03 0.14 -0.28
C 0.31 -0.28 -0.31
C 0.30 -0.17 0.04
C -0.63 -0.28 0.38
C 0.27 0.35 -0.48
C 0.48 -0.15 0.35
C 0.04 -0.12 0.23
C 0.98 0.08 0.77
C -0.43 -0.17 0.02
C -0.66 0.29 -0.23
C -0.38 0.03 0.56
H -0.03 0.00 0.13
H -0.13 -0.14 0.02
H 0.01 0.10 -0.08
H -0.37 0.13 -0.34
H -0.21 -0.06 -0.06
H 0.05 0.16 -0.08
H 0.24 0.14 -0.22
H 0.09 0.03 0.24
H -0.04 -0.31 0.30
H -0.28 0.03 -0.13
H -0.02 -0.17 -0.13
H -0.01 0.00 -0.03
H 0.20 -0.08 -0.10
H 0.04 -0.07 -0.02
H 0.31 0.38 -0.11
H 0.02 0.19 0.04
H -0.11 0.05 -0.20
H 0.35 -0.07 -0.24
H -0.01 0.06 -0.01
H -0.10 0.04 0.01
H 0.40 -0.07 0.12
H 0.01 0.10 -0.04
H -0.03 -0.07 -0.01
H -0.03 0.02 -0.15

Results
Charge: -1
Spin multiplicity: 4
LUMO energy (alpha / beta) in eV: 1.8 / 1.8
HOMO-LUMO gap (alpha / beta) in eV: 2.3160 / 8.3442

---

no.,calculated total energy (eV)
1,-35414.373
2,-61615.766
3,-100204.635